Entry from OMol25: 3 unconnected molecules or ions with the total composition C6H8FN (ωB97M-V/def2-TZVPD).

Last column: Löwdin charge in e.
Atoms and positions in Å:
C1 0.13909 -1.59467 0.67512  -0.036
C2 -0.36882 -0.49522 -0.19726  -0.585
C3 -1.39205 0.55278 0.40018  -0.059
C4 -0.25597 1.69635 -0.03382  -0.104
C5 0.68113 0.60282 -0.77084  -0.182
C6 2.09472 0.20410 -0.44145  -0.170
H1 1.42944 -1.48544 1.37019  0.195
H2 0.26154 -2.60238 -0.63973  0.246
H3 -0.76824 -1.94041 1.18148  0.035
H4 -1.73284 0.27388 1.57169  0.169
H5 -2.18141 0.91346 -0.24132  0.081
H6 0.20741 2.33492 0.91119  0.152
H7 -0.60061 2.42429 -0.75274  0.074
H8 0.45845 0.72182 -1.85004  0.142
N1 3.10217 -0.33317 -0.05195  0.125
F1 -1.07400 -1.27313 -1.13071  -0.082

Its total energy is -10552.6410 eV. The energy above the lowest of the compared OMol25 structures with the same formula, charge and spin is 148.0 kcal per mole. Its molar mass is 113.1 g/mol.